DFT (ωB97M-V/def2-TZVPD) results for a cluster of 12 separate species, C24H72N10O12 in total at a distorted geometry.

```
118
Properties=species:S:1:pos:R:3:forces:R:3
N 2.7833 2.0451 -3.0246 3.88 0.20 -4.98
C 3.3688 1.4795 -1.9700 5.04 -1.93 1.52
N 2.4129 1.2231 -1.0716 1.82 -2.18 2.39
O 4.6979 1.2441 -1.7731 -7.03 1.32 -1.29
H 3.4814 1.8783 -3.8411 -1.85 0.96 1.45
H 1.8066 1.9144 -3.2766 0.11 -0.60 0.39
H 2.7755 0.7216 -0.2565 -0.50 0.36 -0.34
H 1.3974 1.1003 -1.1520 0.21 -0.44 -0.82
N -1.2505 1.8195 2.1330 -3.45 -1.80 0.40
C -0.2957 2.5712 1.7232 6.02 2.49 5.06
N -0.3420 2.8197 0.4304 0.97 3.16 -2.64
O 0.7354 2.9428 2.5502 -4.70 -1.93 -4.01
H -1.2613 1.7071 3.1124 -0.51 -0.38 1.08
H -2.0789 1.5762 1.5082 1.01 0.62 1.21
H 0.5845 3.2972 0.2140 -0.96 0.04 -0.33
H -1.1904 3.2451 0.0201 0.61 -0.34 0.59
N -1.8306 -2.4541 3.1836 -2.38 2.13 4.52
C -2.3750 -3.0957 2.1788 -7.91 -1.17 0.42
N -1.5320 -3.1731 1.1832 2.27 -1.97 -3.86
O -3.7511 -3.4653 2.1127 7.57 1.86 0.29
H -2.5178 -1.9465 3.8233 1.08 -1.65 -1.09
H -0.9636 -1.9251 3.1985 0.28 -0.42 -0.80
H -1.8924 -3.5488 0.2954 0.40 0.11 0.70
H -0.4695 -3.1998 1.2838 -2.27 0.07 -0.09
N 2.2140 4.5519 -1.8106 -0.20 1.60 -6.90
C 2.3229 4.6397 -0.5339 3.79 6.96 6.52
N 2.2640 3.5050 0.1059 -0.28 -3.86 2.16
O 2.6669 5.8056 0.1616 -2.35 -5.13 -3.71
H 2.2974 5.4646 -2.3777 -0.06 -2.03 1.68
H 2.5171 3.6930 -2.3719 -0.57 1.60 1.33
H 2.3685 3.4049 1.1493 -0.07 0.86 -1.55
H 2.2565 2.5285 -0.4457 0.27 2.76 1.54
N -0.8182 -0.6255 0.5955 -1.09 -1.76 3.08
C -0.6033 -0.5031 -0.6540 -0.10 -4.71 -7.82
N -0.1946 0.7106 -1.0314 -0.04 0.12 0.60
O -0.7540 -1.5355 -1.6424 0.54 5.01 5.21
H -1.1920 -1.5471 0.9308 0.39 0.99 -0.29
H -0.7124 0.1801 1.1954 -0.02 -0.32 0.27
H -0.2812 0.8985 -1.9823 -0.30 0.17 -1.92
H -0.2615 1.5317 -0.3787 -0.21 -0.69 -0.46
C 1.4974 -3.8821 2.5982 -0.62 -1.53 1.67
C 1.7570 -3.9961 1.1144 2.34 -5.94 1.73
C 1.0773 -5.1837 0.3203 0.57 0.02 1.10
O 1.3847 -2.9508 0.4809 -2.27 7.18 -2.99
H 0.4331 -3.8511 2.9056 0.30 0.19 -0.49
H 1.9828 -3.0593 3.1141 0.11 0.40 -0.51
H 1.8367 -4.7576 3.1935 0.07 0.15 -0.77
H 2.8313 -3.9805 0.9235 0.60 -1.32 0.79
H 1.4082 -6.1941 0.5648 -0.45 0.04 0.51
H 1.2255 -5.1169 -0.7383 0.85 0.53 -0.67
H 0.0146 -4.9922 0.3555 -0.46 -0.66 0.63
H 2.0447 -2.8666 -0.2246 -0.53 0.39 -0.08
C -0.6599 -0.1821 5.0939 -0.94 1.20 1.15
C 0.5505 -0.1701 4.2054 2.57 3.42 6.80
C 1.7272 -0.8198 4.9288 0.15 0.62 0.61
O 0.3544 -0.8977 3.2056 -1.79 -4.01 -8.56
H -0.4176 0.4202 6.0009 -0.38 -0.31 -0.60
H -0.9442 -1.1902 5.4773 0.16 0.60 -0.60
H -1.5179 0.3319 4.5604 0.61 -0.81 0.75
H 0.8252 0.8737 3.9574 -0.21 -0.09 0.08
H 1.9963 -0.2063 5.7557 0.24 0.06 1.27
H 2.6205 -0.8474 4.3396 0.43 0.10 -0.80
H 1.5130 -1.8577 5.1726 -0.27 0.04 0.41
H 0.9328 -0.6250 2.4649 -0.17 -0.19 0.43
C 0.7254 1.8243 -5.8528 -0.59 0.06 -2.75
C -0.0365 1.1175 -4.8224 -1.90 -5.17 -6.98
C 0.4728 -0.2909 -4.7176 -1.23 -2.33 -1.08
O 0.1329 1.5647 -3.6800 1.78 6.86 9.97
H 0.6513 1.2315 -6.8002 0.66 0.44 0.74
H 1.7405 2.0961 -5.5747 0.09 -0.29 -0.06
H 0.1716 2.6920 -6.1190 -0.16 1.42 -0.16
H -1.1419 1.1287 -4.8997 0.15 -0.34 -1.77
H 0.6543 -0.7904 -5.7092 -0.21 0.53 0.95
H -0.2949 -0.8795 -4.1712 0.73 0.05 -0.11
H 1.3867 -0.2968 -4.1436 0.40 -0.04 0.15
H -0.0208 2.5452 -3.7064 -0.11 -0.91 0.55
C 4.2474 -1.1535 0.5806 -0.13 -1.65 -1.55
C 3.3285 -0.6173 1.6179 6.07 -1.93 4.39
C 3.9244 0.5783 2.2935 -0.13 0.84 -0.06
O 2.1677 -0.2418 1.2690 -6.65 3.54 -2.40
H 3.8274 -0.9632 -0.4368 0.64 -0.28 0.67
H 4.4026 -2.2456 0.7444 -0.30 0.64 -0.47
H 5.2219 -0.7325 0.6461 0.73 0.62 -0.15
H 3.1870 -1.4098 2.3416 0.41 -0.51 0.70
H 3.2700 1.0198 3.0433 -0.26 0.00 -0.12
H 4.0678 1.2831 1.4771 0.23 0.56 0.15
H 4.8570 0.4091 2.7674 1.03 -0.34 0.26
H 1.6677 -0.9729 0.9881 -1.28 -2.02 -1.32
C -4.6580 0.9130 2.3656 0.56 0.24 -0.37
C -3.9933 0.1137 1.2646 -2.10 -5.33 6.15
C -4.8021 -0.9690 0.6292 -0.84 -0.41 0.63
O -3.4492 0.8480 0.4048 4.32 6.21 -6.85
H -5.5450 1.4438 2.0820 -0.51 0.31 -0.47
H -3.9089 1.6377 2.6754 -0.15 0.29 0.39
H -4.9123 0.2799 3.1862 -0.10 -0.49 0.62
H -3.1214 -0.3582 1.7432 -0.39 -0.90 1.07
H -5.5241 -0.5031 -0.0222 -0.70 0.05 -0.03
H -5.2104 -1.7140 1.3281 -0.06 0.49 -0.24
H -4.1492 -1.5080 -0.0068 0.75 -0.76 -0.79
H -2.6820 0.3925 -0.0042 -0.93 0.18 0.00
C -3.0856 1.5971 -2.9418 0.18 0.61 1.04
C -4.4425 2.3602 -2.8737 0.05 -6.50 -5.65
C -5.5021 1.3110 -2.7408 -1.08 -1.96 -0.78
O -4.6298 3.1789 -1.9440 -0.57 7.67 6.56
H -3.0568 0.7373 -3.6697 -0.28 0.89 1.00
H -2.7353 1.3169 -1.8989 -0.60 0.04 -1.39
H -2.4259 2.3676 -3.2888 1.06 0.25 -0.28
H -4.5888 2.8660 -3.8244 0.21 -0.25 -0.84
H -5.5391 0.7459 -1.8115 0.70 0.44 0.48
H -5.3734 0.4993 -3.4733 -0.45 0.42 -0.25
H -6.4853 1.7643 -2.7808 -0.38 0.04 -0.47
H -5.1939 3.9633 -2.1974 1.11 -1.52 0.45
C 2.2573 -2.4827 -2.1430 -1.72 -0.22 -2.57
O 3.2317 -3.2183 -1.5096 0.89 -0.88 1.23
H 2.5262 -2.4133 -3.2009 -0.07 0.48 -0.12
H 2.0785 -1.4509 -1.7543 -0.15 -0.87 0.00
H 1.3738 -3.1725 -2.1804 0.21 1.39 0.43
H 4.0796 -2.9208 -1.8140 0.76 0.16 0.12
```
Forces are in eV/Å.

The LUMO energy comes out at -0.1080 eV. As for the structure (SMILES): NC(N)=O.NC(N)=O.NC(N)=O.NC(N)=O.NC(N)=O.CC(C)O.CC(C)O.CC(C)O.CC(C)O.CC(C)O.CC(C)O.CO. As for the molar mass: 692.90 u. For the HOMO energy, the calculation gives -8.451 eV. The HOMO-LUMO gap is 8.34 eV. The calculation puts the energy above the lowest of the compared OMol25 structures with the same formula, charge and spin at 7.509 eV.